15
Properties=species:S:1:pos:R:3:nbo_charge:R:1 method="wB97M-V/def2-TZVPD" e_tot_ha=-382.1851 orbital_gap_ev=11.29 e_above_lowest_ev=1.064 smiles=O.O.O.O.O
O -3.095 -1.775 0.613 -0.95
H -3.042 -1.870 -0.344 0.46
H -2.208 -1.488 0.875 0.49
O 2.032 0.829 1.614 -0.94
H 2.460 0.560 2.435 0.48
H 2.351 0.203 0.953 0.47
O 1.210 -2.227 -1.337 -0.94
H 0.448 -2.131 -0.752 0.48
H 1.975 -2.105 -0.767 0.46
O -0.153 2.777 -0.747 -0.95
H 0.583 3.292 -0.395 0.48
H -0.142 2.946 -1.696 0.48
O -0.768 -0.061 -0.106 -0.98
H -0.180 0.638 0.212 0.50
H -1.473 0.413 -0.558 0.48

---

15
Properties=species:S:1:pos:R:3:nbo_charge:R:1 method="wB97M-V/def2-TZVPD" e_tot_ha=-382.1849 orbital_gap_ev=10.75 e_above_lowest_ev=1.069 smiles=O.O.O.O.O
O 1.205 1.099 -1.778 -0.96
H 1.608 0.664 -0.990 0.48
H 1.922 1.185 -2.390 0.46
O -1.011 1.559 0.656 -0.96
H -0.789 0.931 -0.024 0.48
H -1.665 2.177 0.295 0.48
O 2.003 -0.001 0.572 -0.95
H 1.801 0.676 1.162 0.49
H 2.616 -0.479 1.139 0.49
O -0.437 -1.117 -0.615 -0.97
H -0.187 -1.918 -1.060 0.48
H 0.350 -0.783 -0.190 0.49
O -2.555 -1.549 1.404 -0.95
H -3.091 -0.908 0.966 0.46
H -1.771 -1.536 0.854 0.48

---

23
Properties=species:S:1:pos:R:3:nbo_charge:R:1 method="wB97M-V/def2-TZVPD" e_tot_ha=-1544.1271 orbital_gap_ev=9.71 e_above_lowest_ev=0.159
N -0.961 0.506 -1.221 -1.44
N 0.309 1.119 1.192 -1.38
N 1.638 -0.554 -0.871 -1.21
N -1.895 2.491 0.068 -1.18
N -2.270 0.267 1.280 -1.19
N 2.702 -0.062 1.782 -1.15
N 0.739 -1.623 1.647 -1.20
N 0.099 -1.068 -3.041 -1.16
O -0.348 -2.055 -0.678 -1.18
P -1.164 1.041 0.292 2.21
P 1.207 -0.178 1.123 2.17
P 0.056 -0.794 -1.339 2.27
H 1.776 0.293 -1.319 0.36
H -2.228 3.039 0.809 0.40
H -1.649 3.126 -0.658 0.42
H -2.408 -0.722 1.420 0.43
H -3.154 0.680 0.875 0.40
H 3.079 0.845 1.625 0.40
H 3.338 -0.565 1.251 0.40
H -0.007 -1.965 1.068 0.45
H 1.632 -2.259 1.566 0.42
H -0.773 -1.381 -3.352 0.39
H 0.280 -0.182 -3.518 0.37

---

16
Properties=species:S:1:pos:R:3:nbo_charge:R:1 method="wB97M-V/def2-TZVPD" e_tot_ha=-362.3103 orbital_gap_ev=11.07 e_above_lowest_ev=0.753 smiles=N.O.O.O.O
N -0.529 0.206 -2.008 -1.08
H 0.228 -0.093 -1.401 0.36
H -0.262 1.148 -2.275 0.36
H -0.497 -0.366 -2.844 0.36
O -0.403 1.697 1.594 -0.95
H 0.358 1.155 1.347 0.49
H -0.450 1.627 2.553 0.48
O 0.291 -1.921 1.286 -0.99
H -0.320 -2.549 1.670 0.48
H -0.189 -1.310 0.712 0.50
O -1.938 -0.239 0.520 -0.99
H -1.723 0.701 0.696 0.49
H -2.078 -0.183 -0.437 0.49
O 2.552 0.316 -0.225 -0.96
H 2.465 -0.623 -0.013 0.49
H 2.495 0.434 -1.176 0.47

---

17
Properties=species:S:1:pos:R:3:nbo_charge:R:1 method="wB97M-V/def2-TZVPD" e_tot_ha=-458.1031 orbital_gap_ev=9.08 e_above_lowest_ev=0.437 charge=-1
O 0.302 -0.796 -2.069 -1.29
H -0.114 -0.744 -2.927 0.43
O -0.046 -2.350 0.184 -1.00
H 0.205 -2.017 -0.720 0.52
H -0.309 -3.232 -0.092 0.45
O -1.840 -0.109 -0.147 -1.00
H -1.146 -0.736 0.114 0.50
H -1.410 0.058 -1.009 0.49
O 1.268 1.178 -0.755 -1.04
H 0.716 1.929 -1.015 0.45
H 0.807 0.447 -1.334 0.52
O -1.282 1.779 1.815 -1.02
H -1.600 1.231 1.076 0.50
H -0.320 1.764 1.829 0.49
O 1.579 0.802 1.911 -1.01
H 1.431 -0.101 2.180 0.47
H 1.759 0.896 0.957 0.52

---

17
Properties=species:S:1:pos:R:3:nbo_charge:R:1 method="wB97M-V/def2-TZVPD" e_tot_ha=-458.0176 orbital_gap_ev=7.31 e_above_lowest_ev=2.764 charge=-1
O 0.900 -0.506 0.034 -1.30
H 1.329 -0.933 0.897 0.41
O 2.007 1.754 0.159 -1.11
H 2.975 1.623 0.331 0.46
H 1.328 0.965 -0.186 0.55
O 0.090 -1.790 -3.222 -0.97
H 0.430 -1.041 -2.696 0.50
H -0.670 -2.156 -2.793 0.47
O -1.749 -2.240 2.472 -0.96
H -1.595 -3.170 2.118 0.46
H -1.355 -1.727 1.682 0.50
O -3.615 1.385 -3.016 -0.94
H -2.631 1.475 -3.278 0.47
H -3.471 0.818 -2.274 0.47
O 1.837 2.052 3.558 -0.95
H 1.604 2.082 2.680 0.49
H 2.587 1.408 3.535 0.46

---

19
Properties=species:S:1:pos:R:3:nbo_charge:R:1 method="wB97M-V/def2-TZVPD" e_tot_ha=-756.2023 orbital_gap_ev=7.75 e_above_lowest_ev=7.281 charge=-1
I -20.558 10.815 -21.511 -0.42
O -19.053 11.429 -19.160 -0.97
H -19.227 10.947 -19.968 0.44
H -19.744 11.149 -18.559 0.44
O -23.135 10.498 -22.458 -0.98
H -22.362 11.053 -22.354 0.44
H -22.796 9.682 -22.827 0.45
O -19.937 8.689 -19.837 -0.97
H -20.192 9.157 -20.632 0.43
H -20.010 7.764 -20.070 0.46
O -18.216 11.407 -22.791 -0.96
H -18.192 10.459 -22.920 0.45
H -18.985 11.556 -22.241 0.41
O -18.159 9.922 -20.600 -0.99
H -18.844 10.201 -21.208 0.38
H -18.549 9.193 -20.117 0.47
O -21.491 13.537 -21.725 -0.96
H -21.717 13.936 -22.565 0.45
H -21.287 12.627 -21.938 0.43

---

47
Properties=species:S:1:pos:R:3:lowdin_spin:R:1 method="wB97M-V/def2-TZVPD" e_tot_ha=-3984.4498 orbital_gap_ev="2.54 / 1.41" multiplicity=2 charge=-5
Li -1.692 0.999 -1.418 0.00
Li -2.277 -1.574 -0.412 0.00
Li -1.192 1.315 1.566 0.00
Li 1.660 0.267 -1.901 0.00
S -2.590 -1.437 -3.379 -0.04
O -3.794 -0.879 -3.879 0.16
O -1.495 -1.259 -4.338 0.47
O -2.325 -0.776 -2.117 0.00
O -2.633 -2.906 -3.183 0.42
S -1.850 3.657 0.268 0.00
O -0.862 4.664 0.602 0.00
O -2.201 2.896 1.449 0.00
O -3.104 4.114 -0.363 0.00
O -1.097 2.743 -0.594 0.00
S 0.456 -0.617 0.184 0.00
O 1.795 -1.047 -0.201 0.00
O 0.052 0.203 -0.919 0.00
O -0.479 -1.720 0.304 0.00
O 0.494 0.255 1.333 0.00
S -3.982 0.274 0.574 0.00
O -4.787 0.920 -0.477 0.00
O -4.406 0.775 1.821 0.00
O -4.080 -1.180 0.533 0.00
O -2.542 0.491 0.259 0.00
S 2.676 2.684 -1.428 0.00
O 3.347 1.421 -1.176 0.00
O 2.141 3.302 -0.203 0.00
O 3.564 3.568 -2.152 0.00
O 1.633 2.223 -2.337 0.00
O 3.499 -2.902 -1.344 0.00
H 3.327 -2.079 -0.887 0.00
H 3.283 -2.717 -2.259 0.00
O 4.247 -0.677 0.411 0.00
H 3.309 -0.622 0.230 0.00
H 4.333 -1.420 1.008 0.00
O 1.215 -3.755 -0.052 0.00
H 0.633 -3.066 0.269 0.00
H 2.040 -3.306 -0.236 0.00
O 0.785 2.581 2.229 0.00
H 1.184 1.802 1.841 0.00
H 0.822 2.425 3.173 0.00
O 1.436 -0.682 3.528 0.00
H 2.262 -0.198 3.512 0.00
H 0.879 -0.229 2.896 0.00
O -0.977 -2.964 2.695 0.00
H -0.777 -2.502 1.881 0.00
H -1.929 -3.063 2.687 0.00